Molecular formula: C52H58N9O9S3Si2Ti
Method: DFT, wB97M-V/def2-TZVPD

Geometry (Å):
Ti -0.124 0.658 0.308
S -0.334 1.448 -2.034
C -0.818 0.238 -3.277
N -0.104 0.070 -4.367
N 1.006 0.848 -4.521
C 1.829 0.666 -5.585
C 2.986 1.460 -5.719
C 3.829 1.301 -6.801
C 3.561 0.358 -7.790
C 2.418 -0.425 -7.659
C 1.559 -0.287 -6.583
N -1.968 -0.466 -3.230
N -2.776 -0.231 -2.220
C -3.870 -1.058 -2.216
C -4.760 -0.936 -1.125
C -5.848 -1.772 -0.980
C -6.110 -2.773 -1.919
C -5.245 -2.903 -3.004
C -4.147 -2.074 -3.163
H 1.290 1.432 -3.743
H 3.202 2.203 -4.960
H 4.713 1.926 -6.873
H 4.225 0.236 -8.636
H 2.190 -1.170 -8.414
H 0.677 -0.902 -6.479
H -4.540 -0.179 -0.382
H -6.498 -1.649 -0.120
H -6.962 -3.433 -1.807
H -5.430 -3.677 -3.744
H -3.472 -2.192 -3.999
C 3.139 -0.602 -2.368
Si 3.149 0.707 -1.026
C 3.098 2.416 -1.820
C 4.864 0.793 -0.200
N 1.929 0.398 0.171
C 2.230 -0.472 1.211
C 3.253 -1.428 1.237
C 3.436 -2.262 2.335
C 2.566 -2.205 3.411
C 1.518 -1.289 3.391
C 1.362 -0.401 2.332
N 0.339 0.560 2.238
Si 0.251 1.723 3.524
C -1.184 2.924 3.393
C 0.021 0.954 5.231
C 1.870 2.682 3.558
H 3.559 -0.245 -3.312
H 2.112 -0.929 -2.545
H 3.705 -1.487 -2.062
H 2.157 2.708 -2.280
H 3.388 3.180 -1.094
H 3.880 2.398 -2.588
H 5.436 1.606 -0.659
H 5.456 -0.119 -0.294
H 4.762 1.012 0.866
H 3.893 -1.549 0.374
H 4.245 -2.985 2.327
H 2.675 -2.886 4.247
H 0.795 -1.279 4.195
H -2.089 2.512 3.846
H -1.421 3.225 2.375
H -0.916 3.817 3.970
H 0.913 0.447 5.602
H -0.811 0.243 5.225
H -0.234 1.752 5.937
H 2.056 3.131 2.579
H 2.703 2.008 3.778
H 1.861 3.476 4.311
O -5.122 1.812 3.921
C -4.790 0.677 4.512
O -5.258 0.356 5.584
C -3.817 -0.199 3.810
C -3.487 -1.452 4.278
N -2.600 -1.969 3.415
N -2.313 -1.143 2.409
C -3.037 -0.059 2.625
C -2.969 1.083 1.661
O -3.867 1.943 1.700
O -2.002 1.120 0.847
H -4.657 1.902 3.025
H -3.836 -1.978 5.150
H -2.180 -2.893 3.403
O 0.146 2.806 0.526
S 0.446 3.969 -0.390
C 1.050 5.198 0.764
C 2.373 5.590 0.649
C 2.913 6.453 1.596
C 2.128 6.903 2.644
C 0.799 6.504 2.750
C 0.253 5.651 1.808
C -1.131 4.719 -0.765
C -2.287 4.019 -0.474
C -3.509 4.597 -0.797
C -3.556 5.837 -1.414
C -2.380 6.517 -1.717
C -1.156 5.957 -1.395
H 2.977 5.215 -0.167
H 3.948 6.757 1.518
H 2.551 7.565 3.390
H 0.191 6.852 3.575
H -0.776 5.323 1.884
H -2.244 3.038 -0.019
H -4.416 4.054 -0.565
H -4.512 6.277 -1.671
H -2.419 7.482 -2.208
H -0.233 6.478 -1.625
C 4.012 -6.508 -0.367
C 2.624 -6.341 0.189
C 1.721 -7.402 0.197
C 0.428 -7.227 0.660
C 0.051 -5.982 1.143
C 0.939 -4.917 1.172
C 2.220 -5.105 0.682
S -1.624 -5.725 1.605
O -1.647 -4.577 2.486
O -2.223 -6.935 2.101
N -2.302 -5.439 0.146
C -1.698 -4.478 -0.801
C -1.699 -3.022 -0.362
C -0.392 -2.307 -0.619
O 0.568 -2.805 -1.161
O -0.424 -1.071 -0.172
H 4.206 -7.543 -0.650
H 4.764 -6.205 0.364
H 4.147 -5.882 -1.250
H 2.029 -8.369 -0.182
H -0.290 -8.036 0.648
H 0.636 -3.948 1.548
H 2.897 -4.260 0.667
H -3.310 -5.374 0.241
H -2.246 -4.607 -1.734
H -0.677 -4.802 -0.998
H -1.906 -2.911 0.700
H -2.470 -2.443 -0.866

Results
Gap between HOMO and LUMO (spin up / spin down) (hartree): 0.1447 / 0.1994
Lowest unoccupied orbital energy (spin up / spin down) (eV): 3.5 / 3.5
Net charge: -2
Calculated total energy (eV): -158089.1912
Multiplicity: 2

***

Molecular formula: C4H8N4
Method: DFT, wB97M-V/def2-TZVPD

Geometry (Å):
N 0.444 -1.343 0.091
C -0.953 0.587 -0.329
C -0.025 -0.076 0.593
N -0.413 -2.441 0.403
C 0.657 1.328 -0.517
C 1.548 0.930 -1.419
N -1.919 1.319 -0.511
N 0.032 0.119 1.888
H 1.335 -1.520 0.548
H -1.147 -2.481 -0.301
H -0.830 -2.301 1.318
H -2.836 0.989 -0.218
H -0.356 1.007 2.198
H 0.573 2.356 -0.188
H 2.225 1.638 -1.880
H 1.665 -0.112 -1.675

Results
Gap between HOMO and LUMO (spin up / spin down) (hartree): 0.2982 / 0.2982
Lowest unoccupied orbital energy (spin up / spin down) (eV): -0.1 / -0.1
Net charge: 0
Calculated total energy (eV): -10232.4617

***

Molecular formula: C18H31N2O6SSiV
Method: DFT, wB97M-V/def2-TZVPD

Geometry (Å):
V 0.958 -0.502 0.921
O -0.300 1.466 1.179
C 0.339 2.320 2.114
C 1.804 2.483 1.770
N 2.446 1.173 1.700
C 2.940 0.690 2.982
C 3.057 -0.844 2.997
O 3.791 -1.362 3.829
O 2.323 -1.439 2.133
C 3.504 1.163 0.685
C 2.875 1.078 -0.709
O 3.342 1.733 -1.637
O 1.876 0.280 -0.754
H -0.177 1.852 0.279
H 0.214 1.855 3.093
H -0.159 3.298 2.146
H 2.304 3.152 2.487
H 1.884 2.952 0.786
H 2.229 0.977 3.763
H 3.908 1.131 3.252
H 4.112 0.268 0.834
H 4.153 2.044 0.760
C -2.512 -2.665 -3.484
Si -1.858 -3.597 -1.988
C -0.889 -5.084 -2.596
C -3.349 -4.253 -1.043
C -0.853 -2.526 -0.960
C -0.161 -1.789 -0.252
H -2.984 -3.350 -4.195
H -1.700 -2.145 -3.997
H -3.254 -1.920 -3.189
H -1.521 -5.756 -3.183
H -0.477 -5.645 -1.754
H -0.050 -4.766 -3.219
H -3.945 -4.941 -1.649
H -3.995 -3.429 -0.729
H -3.025 -4.786 -0.146
S -2.583 -1.849 3.724
C -1.321 -1.247 4.711
C -0.281 -0.869 3.931
N -0.468 -1.033 2.577
C -1.638 -1.555 2.338
H -1.387 -1.217 5.785
H 0.668 -0.490 4.276
H -1.953 -1.789 1.329
C 1.038 4.430 -2.322
C -0.288 3.833 -1.858
O -0.103 2.499 -1.407
C -0.694 1.468 -2.209
C -2.109 1.160 -1.762
H 1.141 5.469 -2.004
H 1.141 4.398 -3.407
H 1.862 3.844 -1.912
H -1.028 3.836 -2.664
H -0.715 4.413 -1.034
H -0.049 0.598 -2.102
H -0.679 1.775 -3.260
H -2.113 0.742 -0.754
H -2.554 0.414 -2.424
H -2.739 2.055 -1.778

Results
Gap between HOMO and LUMO (spin up / spin down) (hartree): 0.1934 / 0.1713
Lowest unoccupied orbital energy (spin up / spin down) (eV): 2.4 / 2.4
Net charge: -1
Calculated total energy (eV): -78837.3085
Multiplicity: 2

***

Molecular formula: C7H4LuNO5
Method: DFT, wB97M-V/def2-TZVPD

Geometry (Å):
O -0.795 2.448 -4.040
C -0.672 1.739 -3.143
Lu -0.219 1.201 -0.402
C -1.689 1.655 1.424
O -2.324 1.968 2.329
C -1.452 -0.834 -1.492
O -1.764 -1.997 -1.507
C 1.740 0.962 -1.642
O 2.610 0.887 -2.400
C -2.359 0.181 -0.808
O -3.489 0.565 -0.853
H -0.446 -0.435 -1.930
C 2.054 -1.667 2.724
C 1.337 -0.830 1.781
N 0.751 -0.156 1.031
H 1.392 -1.921 3.558
H 2.940 -1.169 3.132
H 2.385 -2.598 2.238

Results
Gap between HOMO and LUMO (spin up / spin down) (hartree): 0.2025 / 0.2026
Lowest unoccupied orbital energy (spin up / spin down) (eV): -9.7 / -9.7
Net charge: +2
Calculated total energy (eV): -52650.3480